38
Properties=species:S:1:pos:R:3 method="wB97M-V/def2-TZVPD" e_tot_ha=-1737.7914 lumo_energy_ev=-3.17 e_homo_ev=-11.0 e_above_lowest_kcal_mol=16.60 charge=+1 spin_multiplicity=1 homo_lumo_gap_ha=0.2866
Ir 0.331 -0.628 -0.840
S 2.712 2.949 0.172
C 1.484 3.439 -0.911
C 0.647 2.430 -1.289
C 1.004 1.198 -0.676
C 2.112 1.339 0.147
C 2.598 0.133 0.756
C 3.695 -0.061 1.594
C 3.987 -1.327 2.052
C 3.182 -2.403 1.680
C 2.107 -2.174 0.858
N 1.820 -0.935 0.414
H 1.440 4.471 -1.223
H -0.177 2.568 -1.973
H 4.304 0.790 1.866
H 4.843 -1.486 2.694
H 3.390 -3.408 2.016
H 1.453 -2.964 0.517
C -5.224 1.297 -0.553
C -4.707 -0.120 -0.292
C -3.352 -0.116 0.334
N -2.262 -0.376 -0.291
N -1.147 -0.261 0.521
C -1.405 0.128 1.740
N -0.456 0.330 2.667
S -3.098 0.321 2.010
H -6.152 1.254 -1.120
H -4.500 1.876 -1.127
H -5.425 1.827 0.378
H -4.625 -0.683 -1.220
H -5.396 -0.657 0.362
H 0.511 0.301 2.391
H -0.683 0.653 3.589
C 1.430 -1.941 -3.501
O 0.801 -1.831 -2.239
H 2.446 -2.325 -3.390
H 1.460 -0.975 -4.006
H 0.851 -2.638 -4.106